Below is a 2-piece molecular cluster, C2H5OPS overall at a distorted geometry, with properties calculated with ωB97M-V/def2-TZVPD.

The gap between HOMO and LUMO (spin up / spin down) is 8.545 / 8.545 eV. As for the lowest unoccupied orbital energy (spin up / spin down): -0.6 / -0.6 eV. As for the maximum force: 0.0837 hartree/bohr. For the energy above the lowest of the compared OMol25 structures with the same formula, charge and spin, the calculation gives 454.89 kJ/mol.

Geometry as XYZ:
```
10
C2H5OPS, DFT ωB97M-V/def2-TZVPD
C 0.79 0.89 0.02
C -1.35 -0.93 -0.12
O 3.15 -0.03 -0.11
P -1.01 0.93 -0.30
S 1.74 -0.34 -0.32
H 1.99 2.24 0.16
H -0.46 -1.45 0.27
H -1.45 -1.37 -1.23
H -2.23 -1.10 0.53
H -1.18 1.17 1.11
```

Löwdin population analysis, charges in e, atoms 1 to 2: -0.77, -0.39

Below is C20H17ClFN3O4S in the gas phase at a distorted geometry, with properties calculated with ωB97M-V/def2-TZVPD.

The gap between HOMO and LUMO is 8.520 eV. As for the lowest unoccupied orbital energy: -0.9 eV. As for the maximum force: 0.1185 hartree/bohr. For the energy above the lowest of the compared OMol25 structures with the same formula, charge and spin, the calculation gives 672.88 kJ/mol. Its structure (SMILES) is N#Cc1ccc(S(=O)(=O)N2C[C@H](Cc3ccc(C#N)c(F)c3)[C@](O)(CO)C2)c(Cl)c1.

Geometry as XYZ:
```
47
C20H17ClFN3O4S, DFT ωB97M-V/def2-TZVPD
N 2.28 -4.83 5.64
C 1.85 -4.44 4.66
C 1.38 -3.87 3.40
C 0.90 -2.56 3.35
C 0.39 -1.99 2.22
C 0.35 -2.67 1.03
S -0.51 -1.86 -0.43
O -0.83 -2.74 -1.59
O -1.57 -1.04 0.08
N 0.70 -0.76 -1.11
C 1.31 0.27 -0.29
C 0.89 1.58 -0.98
C -0.23 2.18 -0.15
C -0.03 2.78 1.16
C -1.16 3.23 1.87
C -0.99 4.03 2.99
C 0.33 4.21 3.44
C 0.49 5.26 4.34
N 0.76 6.05 5.18
C 1.50 3.68 2.84
F 2.71 3.95 3.22
C 1.19 2.94 1.70
C 0.65 1.26 -2.48
O 1.87 1.02 -3.14
C 0.01 2.27 -3.49
O 0.51 3.57 -3.11
C 0.13 -0.26 -2.38
C 0.93 -3.98 0.99
Cl 1.01 -4.78 -0.58
C 1.34 -4.60 2.28
H 0.96 -1.92 4.19
H 0.05 -0.97 2.08
H 2.43 0.34 -0.33
H 0.96 0.26 0.74
H 1.69 2.35 -1.03
H -1.15 1.52 -0.04
H -0.70 3.09 -0.66
H -2.11 3.15 1.38
H -1.80 4.64 3.48
H 2.05 2.57 1.26
H 2.51 0.61 -2.50
H 0.29 2.11 -4.50
H -1.05 2.18 -3.44
H 1.51 3.71 -3.14
H -0.95 -0.19 -2.28
H 0.37 -0.84 -3.26
H 1.63 -5.65 2.27
```

Löwdin population analysis, charges in e, atoms 1 to 2: 0.18, -0.15

Below is C31H47NO3P2PdS as an isolated structure at a distorted geometry, with properties calculated with ωB97M-V/def2-TZVPD.

The gap between HOMO and LUMO (spin up / spin down) is 6.980 / 4.998 eV. The charge is +2. Its expectation value of S² is 6.04. As for the lowest unoccupied orbital energy (spin up / spin down): -5.5 / -8.5 eV. As for the spin multiplicity: 5. As for the maximum force: 0.0618 hartree/bohr. For the energy above the lowest of the compared OMol25 structures with the same formula, charge and spin, the calculation gives 414.95 kJ/mol.

Geometry as XYZ:
```
86
C31H47NO3P2PdS, DFT ωB97M-V/def2-TZVPD
Pd -1.46 2.19 -1.22
C 0.37 0.14 1.73
C 1.41 0.60 0.83
C -0.49 1.91 0.48
C -0.78 0.89 1.55
C 0.93 1.67 0.09
C 0.57 -0.86 2.79
H 1.34 -1.59 2.54
H -0.39 -1.38 2.97
H 0.85 -0.39 3.75
C -1.98 0.95 2.39
H -2.22 -0.04 2.80
H -2.81 1.27 1.76
H -1.89 1.66 3.24
C -0.93 3.33 0.78
H -0.08 3.90 1.18
H -1.75 3.32 1.49
H -1.23 3.87 -0.15
C 1.68 2.51 -0.84
H 2.27 3.26 -0.29
H 1.01 3.05 -1.53
H 2.39 1.92 -1.44
C 2.82 0.17 0.83
H 3.45 0.84 1.45
H 3.26 0.16 -0.18
H 2.93 -0.83 1.27
C -0.60 -1.89 -1.43
C 0.35 -2.46 -0.68
C 1.76 -2.79 -1.03
C 2.25 -2.35 -2.44
C 2.29 -0.87 -2.48
C 1.36 -0.08 -3.02
C 0.08 -0.55 -3.59
C -0.71 -1.72 -2.91
H 1.89 -3.87 -0.90
H 1.64 -2.83 -3.22
H 2.43 -2.29 -0.30
H -0.54 -2.68 -3.45
H -1.48 -1.51 -0.89
H 0.09 -2.66 0.37
H -1.78 -1.48 -3.10
H -0.59 0.32 -3.60
H 1.56 1.00 -3.11
H 0.24 -0.85 -4.65
H 3.27 -2.76 -2.55
H 3.22 -0.45 -2.09
P -0.96 -1.10 -6.50
P -0.95 1.79 -7.12
C -1.07 -0.74 -8.32
C -1.53 0.69 -8.56
H -1.75 -1.47 -8.79
H -0.07 -0.90 -8.75
H -1.12 1.11 -9.49
H -2.62 0.76 -8.59
C -1.61 3.34 -7.86
H -1.17 4.21 -7.34
H -2.69 3.38 -7.73
H -1.37 3.40 -8.94
C 0.76 1.94 -7.82
H 0.75 1.98 -8.91
H 1.37 1.09 -7.50
H 1.22 2.85 -7.43
C -2.64 -1.83 -6.29
H -2.70 -2.28 -5.29
H -2.83 -2.59 -7.06
H -3.37 -1.02 -6.35
C 0.09 -2.61 -6.64
H 0.98 -2.36 -7.25
H -0.45 -3.44 -7.11
H 0.44 -2.91 -5.65
O -2.99 -2.22 5.68
S -2.39 -3.04 4.66
O -1.33 -3.94 5.04
N -2.03 -2.19 3.30
C -2.76 -2.46 2.18
O -2.66 -1.87 1.09
C -3.72 -3.56 2.49
C -4.67 -4.12 1.64
C -5.54 -5.11 2.14
C -5.44 -5.51 3.50
C -4.50 -4.92 4.35
C -3.66 -3.95 3.81
H -4.72 -3.78 0.61
H -6.29 -5.56 1.50
H -6.10 -6.29 3.87
H -4.42 -5.18 5.40
```

Löwdin population analysis, charges in e, atoms 1 to 2: 0.61, -0.14

Below is a 7-piece molecular cluster, C34H54Br14F16NO6P2S overall at a distorted geometry, with properties calculated with ωB97M-V/def2-TZVPD.

The gap between HOMO and LUMO is 6.179 eV. The charge is -1. As for the lowest unoccupied orbital energy: 1.4 eV. As for the maximum force: 0.1516 hartree/bohr.

Geometry as XYZ:
```
128
C34H54Br14F16NO6P2S, DFT ωB97M-V/def2-TZVPD
C -4.48 4.38 -0.46
C -3.46 4.67 0.78
C -2.18 3.68 0.61
C -2.37 2.18 1.23
C -1.08 1.88 2.18
P 0.42 1.12 1.25
F -0.39 -0.42 0.98
C 1.21 0.72 2.92
O 2.13 1.57 3.36
C 0.87 -0.51 3.93
F -0.52 -1.01 3.82
F 0.89 0.10 5.29
C 1.97 -1.69 3.99
F 1.92 -2.43 5.26
F 3.32 -1.07 3.98
C 1.95 -2.76 2.78
F 3.06 -3.71 3.06
F 2.24 -2.22 1.46
C 0.62 -3.67 2.66
O 0.02 -4.17 3.70
O 0.08 -3.99 1.34
O 1.66 0.39 0.22
C 2.83 1.26 -0.08
C 3.31 0.63 -1.50
C 4.09 1.65 -2.50
C 4.87 0.76 -3.59
F 5.76 -0.26 -2.98
F 3.83 -0.04 -4.29
C 5.75 1.54 -4.69
F 7.17 1.29 -4.35
F 5.53 0.88 -5.98
C 5.55 3.13 -4.81
F 6.48 3.57 -5.88
F 6.00 3.89 -3.62
C 4.07 3.61 -5.33
F 3.16 2.52 -5.60
F 3.59 4.60 -4.38
F 4.23 4.33 -6.61
N 3.80 0.78 0.96
C 5.17 1.37 0.84
C 5.62 1.92 2.34
C 2.18 2.74 0.01
S 3.21 4.21 0.53
P 1.16 3.44 -1.46
O 0.43 4.75 -0.92
O 1.14 2.73 1.07
H -4.01 3.50 -1.08
H -5.52 4.12 -0.02
H -4.56 5.28 -1.21
H -3.95 4.66 1.83
H -3.04 5.76 0.62
H -1.91 3.56 -0.53
H -1.26 4.24 1.08
H -3.37 2.07 1.85
H -2.48 1.44 0.33
H -1.46 1.24 3.07
H -0.69 2.88 2.66
H -0.33 1.51 0.05
H 0.02 -3.16 0.77
H 2.37 0.23 -2.08
H 3.92 -0.34 -1.24
H 4.72 2.46 -1.96
H 3.25 2.23 -3.08
H 3.81 -0.26 1.03
H 5.28 2.28 0.13
H 5.92 0.55 0.52
H 6.78 1.89 2.40
H 5.34 3.07 2.33
H 5.08 1.35 3.18
H 3.69 4.86 -0.64
H 0.11 2.58 -1.92
H 1.95 3.88 -2.58
Br -2.51 -2.55 1.43
C -3.95 -3.71 2.04
C -4.45 -4.59 0.93
Br -5.59 -3.61 -0.30
H -4.72 -3.06 2.46
H -3.51 -4.31 2.84
H -5.08 -5.39 1.32
H -3.65 -5.03 0.33
Br 0.12 -4.03 -2.64
C -1.32 -5.19 -2.03
C -1.82 -6.08 -3.14
Br -2.97 -5.09 -4.37
H -2.10 -4.54 -1.61
H -0.88 -5.79 -1.23
H -2.46 -6.87 -2.74
H -1.02 -6.52 -3.74
Br 1.28 5.90 0.74
C 1.87 7.73 0.45
C 1.11 8.70 1.32
Br -0.68 9.03 0.61
H 1.77 7.94 -0.62
H 2.94 7.73 0.72
H 1.59 9.68 1.33
H 0.99 8.36 2.35
Br 8.97 -4.69 -3.15
C 7.67 -4.18 -4.51
C 6.90 -2.94 -4.10
Br 5.54 -3.37 -2.77
H 7.03 -5.04 -4.69
H 8.26 -3.98 -5.41
H 6.35 -2.53 -4.95
H 7.54 -2.16 -3.67
Br -7.30 -0.71 2.08
C -8.74 -1.87 2.70
C -9.24 -2.76 1.58
Br -10.38 -1.77 0.35
H -9.52 -1.23 3.12
H -8.30 -2.47 3.50
H -9.87 -3.56 1.98
H -8.44 -3.20 0.99
Br -1.94 -5.42 5.35
C -3.34 -6.57 6.06
C -3.89 -7.50 5.00
Br -5.10 -6.55 3.79
H -4.10 -5.92 6.49
H -2.86 -7.14 6.86
H -4.50 -8.28 5.45
H -3.11 -7.95 4.38
Br -6.94 1.74 -0.94
C -6.72 0.82 -2.65
C -5.71 -0.30 -2.54
Br -3.89 0.40 -2.53
H -6.46 1.58 -3.39
H -7.71 0.42 -2.88
H -5.76 -0.95 -3.41
H -5.83 -0.90 -1.64
```

Löwdin population analysis, charges in e, atoms 1 to 2: -0.16, -0.24

Below is C6H14NO as an isolated structure at a distorted geometry, with properties calculated with ωB97M-V/def2-TZVPD.

The gap between HOMO and LUMO is 4.367 eV. The charge is -1. As for the lowest unoccupied orbital energy: 3.3 eV. As for the maximum force: 0.0845 hartree/bohr. For the energy above the lowest of the compared OMol25 structures with the same formula, charge and spin, the calculation gives 372.40 kJ/mol.

Geometry as XYZ:
```
22
C6H14NO, DFT ωB97M-V/def2-TZVPD
C -0.39 -2.26 3.15
C 0.18 -1.28 2.10
N -0.24 -1.66 0.80
C -0.57 -0.61 -0.12
C -0.82 0.82 0.40
C 1.30 2.32 -2.99
C 0.56 1.08 -3.23
O -0.62 1.12 -3.54
H 0.12 -3.21 3.10
H -1.43 -2.44 2.86
H -0.37 -1.86 4.15
H -0.18 -0.30 2.48
H 1.30 -1.25 2.22
H -1.50 -0.91 -0.61
H 0.25 -0.50 -0.88
H -0.89 1.44 -0.50
H -1.74 0.94 0.98
H 0.05 1.23 0.93
H 0.74 3.24 -3.06
H 2.37 2.22 -2.89
H 0.79 1.75 -2.05
H 1.11 0.13 -3.31
```

Löwdin population analysis, charges in e, atoms 1 to 2: -0.17, -0.49

Below is C4H6N2 as an isolated structure at a distorted geometry, with properties calculated with ωB97M-V/def2-TZVPD.

The gap between HOMO and LUMO (spin up / spin down) is 5.354 / 8.167 eV. The charge is -1. Its expectation value of S² is 0.77. As for the lowest unoccupied orbital energy (spin up / spin down): 4.4 / 4.4 eV. As for the spin multiplicity: 2. As for the maximum force: 0.1069 hartree/bohr. For the energy above the lowest of the compared OMol25 structures with the same formula, charge and spin, the calculation gives 246.63 kJ/mol.

Geometry as XYZ:
```
12
C4H6N2, DFT ωB97M-V/def2-TZVPD
C 0.20 0.77 1.67
C -0.05 0.30 0.14
C 0.98 -0.31 -0.81
N 0.45 -0.81 -1.93
C -0.84 -0.83 -1.25
N -1.34 0.25 -0.36
H 1.21 1.21 1.78
H -0.38 1.61 1.97
H 0.23 -0.13 2.33
H 1.91 0.42 -0.88
H -1.49 -0.75 -2.02
H -0.89 -1.74 -0.64
```

Löwdin population analysis, charges in e, atoms 1 to 2: -0.09, -0.40

Below is a 2-piece molecular cluster, C2H10NOS overall at a distorted geometry, with properties calculated with ωB97M-V/def2-TZVPD.

The gap between HOMO and LUMO is 10.176 eV. The charge is +1. As for the lowest unoccupied orbital energy: -3.4 eV. As for the maximum force: 0.0458 hartree/bohr. For the energy above the lowest of the compared OMol25 structures with the same formula, charge and spin, the calculation gives 33.38 kJ/mol.

Geometry as XYZ:
```
15
C2H10NOS, DFT ωB97M-V/def2-TZVPD
C -0.50 0.02 -1.14
C 0.94 0.51 -1.21
S 1.67 0.09 0.40
N -1.26 0.73 -0.04
H -0.43 -1.04 -0.93
H -1.10 0.09 -2.04
H 1.00 1.56 -1.47
H 1.42 0.05 -2.07
H 2.72 0.90 0.25
H -1.54 1.63 -0.38
H -0.64 0.74 0.78
H -2.02 0.13 0.28
H -0.32 -2.38 2.05
H 0.42 -1.49 3.05
O -0.35 -1.54 2.48
```

Löwdin population analysis, charges in e, atoms 1 to 2: -0.23, -0.52

Below is C4H5OYb as an isolated structure at a distorted geometry, with properties calculated with ωB97M-V/def2-TZVPD.

The gap between HOMO and LUMO (spin up / spin down) is 5.610 / 7.732 eV. The charge is +2. Its expectation value of S² is 0.78. As for the lowest unoccupied orbital energy (spin up / spin down): -10.0 / -10.0 eV. As for the spin multiplicity: 2. As for the maximum force: 0.0987 hartree/bohr. For the energy above the lowest of the compared OMol25 structures with the same formula, charge and spin, the calculation gives 0.00 kJ/mol.

Geometry as XYZ:
```
11
C4H5OYb, DFT ωB97M-V/def2-TZVPD
C -1.74 1.45 -0.55
C -0.96 0.34 -0.45
C 0.06 0.09 0.47
C 1.10 -0.70 -0.17
O 1.81 -1.39 0.62
Yb 2.82 -2.93 2.09
H -2.44 1.56 -1.37
H -1.74 2.20 0.24
H -0.18 -0.13 1.51
H -0.41 -0.23 -1.42
H 1.68 -0.24 -0.98
```

Löwdin population analysis, charges in e, atoms 1 to 2: 0.16, -0.14

Below is C2HO4Sr as an isolated structure at a distorted geometry, with properties calculated with ωB97M-V/def2-TZVPD.

The gap between HOMO and LUMO is 5.085 eV. The charge is +1. As for the lowest unoccupied orbital energy: -6.4 eV. As for the maximum force: 0.0400 hartree/bohr. For the energy above the lowest of the compared OMol25 structures with the same formula, charge and spin, the calculation gives 915.12 kJ/mol.

Geometry as XYZ:
```
8
C2HO4Sr, DFT ωB97M-V/def2-TZVPD
O 2.11 -0.61 0.10
O -2.54 -0.15 0.32
O 0.89 -0.10 0.64
O -3.00 1.16 0.03
C -1.37 -0.39 0.14
C -0.10 -0.32 -0.22
H 0.15 -0.54 -1.26
Sr 3.87 0.94 0.25
```

Löwdin population analysis, charges in e, atoms 1 to 2: -0.51, 0.00

Below is a 2-piece molecular cluster, C3H6IO2P overall at a distorted geometry, with properties calculated with ωB97M-V/def2-TZVPD.

The gap between HOMO and LUMO (spin up / spin down) is 7.261 / 7.430 eV. As for the lowest unoccupied orbital energy (spin up / spin down): -0.1 / -0.2 eV. As for the maximum force: 0.1054 hartree/bohr. For the energy above the lowest of the compared OMol25 structures with the same formula, charge and spin, the calculation gives 210.68 kJ/mol.

Geometry as XYZ:
```
13
C3H6IO2P, DFT ωB97M-V/def2-TZVPD
C 0.53 1.12 -0.21
C -0.76 -2.13 0.84
C 1.64 1.98 -0.74
O 0.32 0.94 0.94
O -1.23 -1.89 -0.51
P -1.39 -0.49 -1.18
I -3.00 0.57 0.25
H -1.51 -1.73 1.50
H 0.07 -1.39 0.91
H -0.42 -3.10 0.98
H 1.41 2.98 -0.77
H 1.83 1.53 -1.78
H 2.50 1.63 -0.22
```

Löwdin population analysis, charges in e, atoms 1 to 2: -0.37, -0.12

Below is C41H44F9MoN3O6S3Sb as an isolated structure at a distorted geometry, with properties calculated with ωB97M-V/def2-TZVPD.

The gap between HOMO and LUMO (spin up / spin down) is 4.949 / 5.643 eV. The charge is +3. Its expectation value of S² is 2.08. As for the lowest unoccupied orbital energy (spin up / spin down): -10.9 / -10.3 eV. As for the spin multiplicity: 3. As for the maximum force: 0.0483 hartree/bohr.

Geometry as XYZ:
```
108
C41H44F9MoN3O6S3Sb, DFT ωB97M-V/def2-TZVPD
Mo -0.31 -0.44 -0.63
C 0.01 1.04 4.20
C 0.61 0.37 3.02
C 1.91 0.69 2.59
C 2.53 -0.01 1.58
C 1.87 -1.07 0.93
C 0.57 -1.44 1.37
C -0.04 -0.69 2.41
H 0.31 2.08 4.27
H 0.37 0.55 5.10
H -1.08 0.96 4.20
H 2.46 1.46 3.11
H 3.56 0.20 1.33
H 2.45 -1.77 0.35
H 0.28 -2.49 1.27
H -0.98 -1.03 2.82
F -4.85 2.44 -2.04
C -3.96 1.74 -2.68
F -4.48 0.65 -3.21
F -3.41 2.46 -3.64
S -2.58 1.20 -1.50
O -2.06 -0.07 -2.04
O -1.57 2.21 -1.49
N -3.22 0.96 -0.10
S -3.23 -0.45 0.58
O -3.56 -0.42 1.95
O -1.92 -1.11 0.31
C -4.40 -1.54 -0.42
F -5.19 -0.74 -1.11
F -3.63 -2.22 -1.29
F -5.09 -2.40 0.28
C -1.09 1.90 -5.52
C -0.22 1.72 -4.29
S -0.02 -0.07 -3.92
O 0.58 -0.08 -2.50
C 1.46 -0.47 -4.95
C 2.64 0.47 -4.83
H -1.33 2.95 -5.64
H -2.03 1.35 -5.43
H -0.58 1.56 -6.41
H -0.67 2.14 -3.40
H 0.76 2.16 -4.44
H 1.10 -0.51 -5.97
H 1.74 -1.47 -4.62
H 2.46 1.41 -5.35
H 3.50 0.01 -5.32
H 2.90 0.66 -3.79
F -2.54 -7.37 2.33
C -2.20 -6.43 1.47
C -2.21 -5.10 1.87
C -1.84 -4.12 0.97
C -1.44 -4.47 -0.32
C -1.46 -5.80 -0.71
C -1.84 -6.79 0.17
Sb -0.69 -3.00 -1.72
C -1.74 -3.58 -3.52
C -2.93 -4.29 -3.41
C -3.57 -4.76 -4.54
C -3.00 -4.52 -5.78
F -3.61 -4.95 -6.88
C -1.79 -3.84 -5.91
C -1.16 -3.37 -4.77
C 1.28 -3.69 -2.26
C 2.33 -2.78 -2.25
C 3.60 -3.17 -2.64
C 3.81 -4.49 -3.02
F 5.02 -4.85 -3.42
C 2.78 -5.42 -3.02
C 1.51 -5.01 -2.66
H -2.51 -4.85 2.88
H -1.88 -3.09 1.29
H -1.19 -6.07 -1.72
H -1.87 -7.82 -0.12
H -3.35 -4.50 -2.43
H -4.49 -5.33 -4.48
H -1.36 -3.71 -6.89
H -0.21 -2.86 -4.86
H 2.15 -1.76 -1.93
H 4.43 -2.48 -2.64
H 2.99 -6.44 -3.30
H 0.70 -5.72 -2.70
C 6.47 3.72 -2.94
C 5.53 4.68 -2.21
N 4.16 4.21 -2.09
C 3.14 4.84 -2.90
C 3.44 4.69 -4.39
C 3.92 3.18 -1.26
O 4.76 2.48 -0.73
C 2.48 2.92 -0.84
C 1.81 3.85 -0.04
C 0.66 3.44 0.63
C 0.21 2.15 0.46
N 0.81 1.26 -0.36
C 1.95 1.65 -0.95
H 7.46 4.18 -2.97
H 6.13 3.53 -3.95
H 6.55 2.78 -2.39
H 5.50 5.65 -2.71
H 5.93 4.81 -1.20
H 3.09 5.90 -2.65
H 2.18 4.37 -2.67
H 4.26 5.33 -4.69
H 2.56 4.99 -4.95
H 3.69 3.66 -4.63
H 2.19 4.85 0.08
H 0.13 4.12 1.27
H -0.69 1.80 0.97
H 2.48 0.89 -1.53
```

Löwdin population analysis, charges in e, atoms 1 to 2: 1.59, 0.00